Entry 1:
A cluster of 2 separate species, F2H2S2Si in total at a distorted geometry. Source: the OMol25 dataset; level of theory: wB97M-V/def2-TZVPD.

Each line ends with the natural charge from an NBO analysis.
Positions of all 7 atoms, in Å:
F 1.604 -1.397 -0.191  -0.561
F -3.160 1.851 -1.962  -0.639
Si -2.205 0.907 -1.046  1.510
S -1.560 -0.952 -1.340  -0.672
S -1.754 2.124 0.596  -0.353
H 1.334 -2.020 -0.832  0.562
H -0.693 1.461 0.637  0.153

Atoms 1-6, force components in eV/Å:
F -0.037 -0.370 -0.331
F 0.649 -1.035 0.620
Si -0.166 -0.534 -0.697
S -0.744 1.691 0.014
S -2.475 1.465 -0.539
H 0.077 0.419 0.375

Output
HOMO-LUMO gap = 9.5 eV
SMILES string = F[Si](=S)S.F
E_LUMO = -0.28 eV
calculated total energy = -1286.89252 Ha
HOMO level = -9.771 eV
total charge = 0
maximum force = 3.20 eV/A

---

Entry 2:
A cluster of 10 separate species, C54H120N10 in total at a distorted geometry. Source: the OMol25 dataset; level of theory: wB97M-V/def2-TZVPD.

Each line ends with the Löwdin charge.
Positions of all 184 atoms, in Å:
C -1.243 -9.904 -35.057  -0.084
C -0.681 -8.622 -34.481  -0.290
N 0.291 -7.894 -35.242  -0.180
C 1.550 -8.635 -35.517  -0.238
C 2.515 -8.726 -34.290  -0.073
C -0.296 -7.281 -36.436  -0.256
C -1.498 -6.314 -36.230  -0.078
H -0.460 -10.623 -35.296  0.059
H -1.617 -9.761 -36.071  0.067
H -1.979 -10.282 -34.348  0.078
H -1.572 -8.032 -34.267  0.094
H -0.287 -8.793 -33.479  0.108
H 1.348 -9.639 -35.888  0.094
H 2.071 -8.218 -36.379  0.105
H 2.002 -9.303 -33.521  0.057
H 3.410 -9.305 -34.517  0.066
H 2.723 -7.701 -33.986  0.071
H -0.579 -8.010 -37.196  0.101
H 0.495 -6.723 -36.936  0.105
H -2.319 -6.842 -35.743  0.054
H -1.929 -5.988 -37.176  0.067
H -1.231 -5.408 -35.687  0.072
C -5.724 -10.411 -39.684  -0.061
C -6.149 -10.873 -41.141  -0.217
N -5.054 -11.620 -41.796  -0.237
C -4.416 -12.664 -41.041  -0.271
C -5.437 -13.742 -40.659  -0.083
C -5.376 -12.022 -43.174  -0.247
C -5.632 -10.817 -44.080  -0.103
H -6.642 -10.066 -39.209  0.063
H -4.977 -9.618 -39.651  0.073
H -5.433 -11.291 -39.110  0.051
H -6.998 -11.554 -41.194  0.101
H -6.364 -10.004 -41.763  0.091
H -3.691 -13.034 -41.766  0.108
H -3.815 -12.283 -40.215  0.105
H -4.851 -14.353 -39.972  0.065
H -6.224 -13.348 -40.015  0.067
H -5.697 -14.447 -41.449  0.074
H -6.369 -12.445 -43.023  0.100
H -4.691 -12.680 -43.709  0.121
H -6.038 -11.236 -45.001  0.071
H -4.718 -10.254 -44.272  0.072
H -6.291 -10.011 -43.757  0.057
C -13.106 -4.594 -36.413  -0.091
C -12.094 -5.287 -35.542  -0.300
N -12.613 -6.558 -35.142  -0.211
C -11.491 -7.415 -34.585  -0.209
C -11.995 -8.870 -34.514  -0.095
C -13.897 -6.604 -34.446  -0.245
C -13.859 -6.189 -32.962  -0.084
H -13.919 -4.201 -35.803  0.065
H -13.430 -5.378 -37.097  0.086
H -12.673 -3.728 -36.913  0.072
H -11.140 -5.497 -36.026  0.111
H -11.933 -4.693 -34.642  0.108
H -10.670 -7.304 -35.293  0.103
H -11.216 -7.113 -33.574  0.100
H -12.818 -8.887 -33.800  0.053
H -12.496 -9.155 -35.439  0.074
H -11.322 -9.683 -34.239  0.068
H -14.288 -7.605 -34.627  0.102
H -14.648 -5.929 -34.855  0.099
H -14.860 -6.373 -32.571  0.071
H -13.565 -5.158 -32.767  0.067
H -13.164 -6.737 -32.326  0.058
C -6.317 -8.207 -27.551  -0.079
C -6.295 -9.232 -28.711  -0.235
N -5.532 -8.724 -29.875  -0.184
C -6.186 -7.531 -30.465  -0.273
C -5.810 -7.312 -31.911  -0.096
C -4.174 -8.369 -29.574  -0.286
C -3.402 -9.509 -28.888  -0.089
H -5.326 -7.891 -27.225  0.067
H -6.812 -8.656 -26.690  0.069
H -6.933 -7.354 -27.838  0.065
H -5.802 -10.146 -28.380  0.091
H -7.290 -9.552 -29.022  0.109
H -6.044 -6.638 -29.856  0.111
H -7.267 -7.664 -30.437  0.112
H -6.507 -6.589 -32.334  0.069
H -5.902 -8.195 -32.543  0.072
H -4.872 -6.773 -32.048  0.067
H -3.752 -8.032 -30.521  0.109
H -3.974 -7.551 -28.883  0.102
H -3.268 -10.366 -29.548  0.071
H -2.383 -9.165 -28.713  0.070
H -3.763 -9.910 -27.941  0.066
C -15.011 -12.780 -25.838  -0.078
C -13.597 -12.920 -26.440  -0.252
N -12.630 -11.817 -26.270  -0.176
C -11.194 -12.183 -26.434  -0.242
C -10.862 -12.995 -27.691  -0.088
C -12.959 -10.739 -27.191  -0.282
C -12.180 -9.449 -26.880  -0.084
H -15.737 -13.544 -26.115  0.068
H -15.445 -11.779 -25.846  0.063
H -14.889 -12.965 -24.771  0.063
H -13.137 -13.853 -26.113  0.113
H -13.666 -12.993 -27.525  0.096
H -10.527 -11.323 -26.486  0.087
H -10.843 -12.658 -25.518  0.110
H -11.353 -13.968 -27.708  0.062
H -11.203 -12.418 -28.550  0.065
H -9.789 -13.181 -27.732  0.072
H -14.014 -10.463 -27.172  0.106
H -12.851 -11.030 -28.236  0.100
H -12.235 -9.310 -25.800  0.078
H -12.517 -8.552 -27.399  0.071
H -11.108 -9.582 -27.020  0.047
C -14.611 -18.650 -33.965  -0.090
C -15.409 -17.702 -33.047  -0.268
N -14.506 -16.927 -32.176  -0.182
C -15.343 -16.088 -31.296  -0.271
C -15.956 -16.890 -30.184  -0.097
C -13.742 -16.088 -33.091  -0.258
C -12.748 -15.010 -32.480  -0.064
H -15.038 -19.620 -34.222  0.067
H -13.801 -19.003 -33.327  0.072
H -14.330 -18.145 -34.889  0.069
H -16.079 -17.074 -33.633  0.111
H -16.073 -18.301 -32.424  0.103
H -14.596 -15.445 -30.831  0.095
H -16.015 -15.411 -31.824  0.123
H -16.392 -16.170 -29.490  0.070
H -16.793 -17.554 -30.401  0.064
H -15.226 -17.492 -29.644  0.078
H -14.433 -15.593 -33.774  0.110
H -13.147 -16.729 -33.742  0.094
H -11.943 -15.430 -31.877  0.065
H -13.323 -14.271 -31.922  0.051
H -12.319 -14.396 -33.271  0.066
C -3.055 -19.041 -31.305  -0.092
C -3.271 -19.513 -32.766  -0.258
N -2.012 -19.713 -33.484  -0.193
C -2.165 -19.581 -34.953  -0.209
C -2.687 -18.141 -35.423  -0.073
C -1.361 -20.984 -33.066  -0.263
C 0.129 -21.059 -33.354  -0.092
H -2.520 -19.760 -30.685  0.049
H -4.011 -18.968 -30.787  0.066
H -2.444 -18.143 -31.216  0.074
H -3.970 -20.350 -32.791  0.112
H -3.745 -18.616 -33.165  0.091
H -1.197 -19.744 -35.426  0.095
H -2.847 -20.369 -35.272  0.102
H -3.705 -17.924 -35.098  0.052
H -1.986 -17.355 -35.141  0.067
H -2.678 -18.009 -36.505  0.057
H -1.968 -21.839 -33.365  0.113
H -1.363 -21.063 -31.979  0.095
H 0.251 -21.052 -34.437  0.056
H 0.475 -21.973 -32.872  0.071
H 0.732 -20.245 -32.953  0.077
N -11.155 -19.230 -30.187  0.005
C -9.817 -18.902 -29.957  -0.154
C -9.267 -19.905 -29.269  -0.131
C -10.277 -20.908 -29.025  -0.115
C -11.458 -20.465 -29.556  -0.118
H -11.827 -18.638 -30.656  0.124
H -9.401 -17.973 -30.317  0.107
H -8.247 -19.799 -28.931  0.090
H -10.242 -21.816 -28.441  0.085
H -12.463 -20.859 -29.525  0.100
N -7.800 -20.948 -35.460  -0.011
C -7.201 -20.456 -36.577  -0.146
C -7.681 -19.175 -36.816  -0.118
C -8.597 -18.957 -35.818  -0.135
C -8.741 -20.111 -35.028  -0.134
H -7.550 -21.828 -35.032  0.153
H -6.591 -21.046 -37.246  0.103
H -7.482 -18.600 -37.708  0.095
H -9.210 -18.095 -35.599  0.086
H -9.331 -20.366 -34.160  0.108
N -6.485 -12.102 -32.666  0.008
C -6.921 -12.224 -33.977  -0.121
C -7.157 -13.580 -34.191  -0.128
C -6.979 -14.237 -32.998  -0.140
C -6.503 -13.338 -32.090  -0.152
H -6.306 -11.243 -32.168  0.136
H -6.844 -11.367 -34.630  0.098
H -7.397 -14.016 -35.150  0.092
H -7.194 -15.277 -32.798  0.095
H -6.181 -13.512 -31.075  0.106

Atoms 1-6, force components in eV/Å:
C 0.829 -0.320 -0.742
C -0.480 -0.286 0.966
N 0.438 0.679 -0.587
C 0.026 -0.218 0.248
C -1.333 -0.028 -0.922
C 0.165 0.765 -0.531

Output
HOMO-LUMO gap = 8.0 eV
SMILES string = c1cc[nH]c1.c1cc[nH]c1.c1cc[nH]c1.CCN(CC)CC.CCN(CC)CC.CCN(CC)CC.CCN(CC)CC.CCN(CC)CC.CCN(CC)CC.CCN(CC)CC
E_LUMO = 0.23 eV
calculated total energy = -2676.75951 Ha
HOMO level = -7.744 eV
total charge = 0
maximum force = 3.45 eV/A

---

Entry 3:
A structure of composition C23H27N3O2 at a distorted geometry. Source: the OMol25 dataset; level of theory: wB97M-V/def2-TZVPD.

Each line ends with the natural charge from an NBO analysis.
Positions of all 55 atoms, in Å:
C 1.546 5.401 3.974  -0.643
C 1.187 5.618 2.401  -0.111
H 2.190 5.526 1.758  0.215
H 0.735 6.708 2.289  0.179
O 0.079 4.899 1.809  -0.492
C 0.644 3.704 1.583  0.813
O 1.778 3.393 1.715  -0.588
C -0.403 2.861 0.867  -0.312
C -0.349 2.915 -0.632  -0.405
C -1.544 1.917 -1.127  -0.199
N -1.236 0.586 -0.628  -0.518
C -1.262 0.602 0.722  -0.179
C -0.471 1.408 1.347  -0.440
H 0.779 0.946 1.155  0.231
H -0.385 1.346 2.411  0.232
H -2.362 0.855 1.328  0.127
H -1.401 -0.565 1.141  0.232
C -0.820 -0.398 -1.362  -0.006
C -1.215 -1.884 -1.182  -0.200
C -2.419 -2.341 -1.397  0.262
N -2.632 -3.500 -1.045  -0.526
C -1.440 -3.821 -0.001  0.121
C -1.175 -5.030 0.621  -0.232
C -0.053 -5.011 1.491  -0.218
C 0.900 -3.867 1.056  -0.241
C 0.478 -2.863 0.521  -0.186
C -0.874 -2.718 -0.191  -0.081
H 1.300 -2.001 0.513  0.228
H 1.631 -3.904 2.034  0.216
H 0.081 -5.915 1.973  0.208
H -1.866 -5.853 0.526  0.217
H -3.446 -4.101 -1.242  0.411
C -3.467 -1.779 -2.413  -0.667
H -3.739 -0.623 -2.202  0.232
H -4.514 -2.192 -2.267  0.223
H -3.011 -1.931 -3.462  0.239
C 0.732 -0.431 -1.710  0.265
N 1.493 0.321 -0.600  -0.442
C 2.830 0.364 -0.914  0.005
C 3.617 -0.505 -1.599  -0.237
C 2.625 -1.571 -2.310  -0.097
C 1.446 -1.374 -2.107  -0.319
H 0.701 -2.013 -2.862  0.179
H 3.074 -2.130 -3.019  0.208
H 4.621 -0.457 -1.786  0.212
H 3.201 0.974 -0.383  0.156
H -1.245 -0.289 -2.457  0.209
H -2.633 2.252 -0.791  0.211
H -1.373 1.930 -2.320  0.211
H 0.685 2.561 -0.803  0.240
H -0.482 3.843 -0.975  0.199
H -1.332 3.223 1.270  0.199
H 2.022 4.337 3.846  0.235
H 2.156 6.147 4.365  0.217
H 0.558 5.372 4.590  0.211

Atoms 1-6, force components in eV/Å:
C -3.109 -4.143 -2.838
C 0.665 5.662 0.489
H -2.530 0.235 1.398
H 1.425 -1.848 0.244
O 2.980 -0.401 1.832
C -3.104 -2.053 -2.970

Output
HOMO-LUMO gap = 7.6 eV
E_LUMO = 0.06 eV
calculated total energy = -1206.71966 Ha
HOMO level = -7.515 eV
total charge = 0
maximum force = 16.35 eV/A

---

Entry 4:
A structure of composition C24H21CrN4O4. Source: the OMol25 dataset; level of theory: wB97M-V/def2-TZVPD.

Each line ends with the Löwdin spin population.
Positions of all 54 atoms, in Å:
Cr 0.278 -1.308 -0.444  1.929
O -1.601 -4.428 -2.259  0.009
C -0.956 -3.627 -1.600  0.007
N -1.153 -2.312 -1.395  0.005
C -2.205 -1.552 -1.939  0.003
C -3.265 -2.019 -2.709  0.000
C -4.233 -1.124 -3.156  0.001
C -4.173 0.228 -2.851  0.000
C -3.121 0.710 -2.082  0.000
C -2.156 -0.173 -1.640  0.000
N -1.034 0.181 -0.842  0.006
C -0.564 1.239 -0.374  0.001
O -0.889 2.577 -0.371  0.130
C 0.517 0.541 1.726  0.003
C 0.598 1.063 3.008  0.010
C 0.410 0.225 4.090  -0.008
C 0.139 -1.116 3.855  0.000
C 0.088 -1.572 2.554  -0.001
N 0.282 -0.769 1.497  -0.006
C 0.315 -4.106 -0.883  0.005
C 0.661 -5.440 -0.867  -0.001
C 1.825 -5.820 -0.215  0.001
C 2.608 -4.851 0.390  -0.001
C 2.194 -3.529 0.338  0.004
N 1.069 -3.166 -0.279  0.006
H -3.321 -3.068 -2.953  0.000
H -5.052 -1.499 -3.756  0.000
H -4.938 0.904 -3.208  0.000
H -3.051 1.760 -1.828  0.000
H 0.790 2.120 3.135  0.005
H 0.465 0.610 5.100  -0.001
H -0.025 -1.809 4.669  0.000
H -0.110 -2.612 2.327  0.001
H 0.012 -6.141 -1.374  0.000
H 2.122 -6.861 -0.184  0.000
H 3.527 -5.103 0.900  0.000
H 2.768 -2.724 0.780  0.000
O 1.878 1.122 -0.196  0.039
O 1.873 -0.261 -0.661  0.068
C 2.084 4.179 1.352  0.007
C 0.992 4.105 0.280  0.069
C 0.021 5.280 0.423  0.014
C 1.629 4.134 -1.122  0.036
C 0.248 2.832 0.478  0.593
C 0.665 1.368 0.475  0.055
H 2.712 5.055 1.181  0.000
H 2.729 3.297 1.320  0.000
H 1.653 4.263 2.351  0.002
H 0.550 6.215 0.231  0.001
H -0.399 5.321 1.429  0.002
H -0.801 5.204 -0.291  0.000
H 2.098 5.109 -1.274  0.006
H 0.872 3.996 -1.896  0.001
H 2.379 3.354 -1.237  0.000

Atoms 1-6, force components in eV/Å:
Cr 0.063 0.265 -0.271
O -0.098 -0.036 0.019
C 0.233 -0.120 0.029
N -0.160 0.067 -0.054
C 0.141 -0.128 0.145
C -0.079 0.038 -0.064

Output
HOMO-LUMO gap (alpha / beta) = 7.4 / 5.7 eV
E_LUMO (alpha / beta) = 0.18 / -0.26 eV
calculated total energy = -2491.50198 Ha
2S+1 = 4
HOMO level (alpha / beta) = -7.223 / -5.997 eV
total charge = 0
maximum force = 0.61 eV/A

---

Which formula does entry 3 have?
C23H27N3O2